This record from the Open Molecules 2025 dataset describes a molecular structure, C18H39NO2 at a distorted geometry. The level of theory is ωB97M-V/def2-TZVPD.

```
60
Properties=species:S:1:pos:R:3:lowdin_charge:R:1
C 2.00060 -0.87667 -5.22857 -0.11
C 1.58593 -1.76954 -3.98011 -0.23
C 0.95843 -1.04627 -2.72261 -0.14
C -0.42516 -0.59003 -3.18072 -0.23
C -1.17998 -0.05985 -2.08064 -0.28
C -2.39684 0.51205 -2.31270 -0.24
C -2.97079 1.20309 -1.13146 -0.28
C -2.63189 2.39613 -0.64546 -0.31
C -3.16528 2.99163 0.63187 -0.18
C -2.76597 2.41714 1.87904 -0.14
C -1.07696 2.36421 2.26950 -0.18
C -0.72636 1.80277 3.56326 -0.31
C -1.32062 0.48059 3.71780 -0.26
C -0.64904 -0.51723 2.97286 -0.29
C 0.75714 -0.70903 2.74366 -0.22
H 1.39697 -0.70807 3.66207 0.14
C 1.21388 -1.63572 1.66461 -0.43
O 0.70228 -1.55162 0.47475 0.09
H 0.75693 -0.71846 0.37656 -0.02
C 2.91332 -1.66930 1.66713 -0.34
N 3.18158 -0.64907 0.88101 0.04
H 3.21854 -0.64604 -0.06509 0.03
H 4.27627 -0.35743 1.09640 0.18
H 3.42891 -1.57966 2.64345 0.15
C 3.17189 -3.27271 1.14670 -0.09
O 4.59073 -3.09158 0.85273 -0.22
H 4.85582 -2.36656 0.06378 0.17
H 2.99705 -3.93150 1.76384 0.01
H 2.84338 -3.09730 -0.06791 0.18
H 0.94366 -2.61204 2.16561 0.15
H 1.22250 0.28336 2.46571 0.13
H -1.10532 -1.63084 3.21373 0.18
H -1.12619 -0.35072 1.95198 0.13
H -2.30267 0.45477 3.81215 0.08
H -0.76770 0.29817 4.78369 0.17
H 0.37468 2.08437 3.78942 0.15
H -1.34091 2.50660 4.28027 0.14
H -0.67699 3.64835 1.95815 0.19
H -0.68016 1.78379 1.39695 0.08
H -3.00855 2.88228 2.81451 0.11
H -3.06191 1.55151 1.84058 0.00
H -3.97881 3.17615 0.55684 -0.04
H -2.78153 4.12651 0.60250 0.17
H -1.49368 2.52795 -0.75809 0.15
H -2.80566 3.03290 -1.47809 0.12
H -4.31263 1.23423 -1.10714 0.21
H -2.96908 0.54520 -0.18561 0.13
H -3.15250 -0.23782 -2.61988 0.16
H -2.48629 1.13649 -2.91433 0.01
H -0.24957 0.81485 -1.60845 0.20
H -1.05169 -0.75564 -1.08024 0.17
H -0.99797 -1.48217 -3.46190 0.15
H -0.50182 0.15122 -3.83951 0.09
H 1.66590 -0.11440 -2.66435 0.15
H 0.96540 -1.59360 -2.03103 -0.03
H 1.17778 -2.50457 -4.24378 -0.04
H 2.59521 -2.35213 -3.74579 0.14
H 2.60580 -1.54349 -6.03699 0.11
H 1.09089 -0.58078 -5.57696 -0.01
H 2.66905 0.19552 -4.93569 0.14
```

The net charge is 0. The value obtained for the energy above the lowest of the compared OMol25 structures with the same formula, charge and spin is 21.933 eV. As for the lowest unoccupied orbital energy: 0.0187 Eh.